{"formula": "C26H51ClFI2N3O11S", "method": "ωB97M-V with the def2-TZVPD basis set", "e_tot_ha": -3566.63585, "mol_weight_g_mol": 922.03, "e_homo_ev": -9.132, "largest_force_ev_per_a": 1.68, "smiles": "[H]/N=C(/N)NCCCC[C@]1(CC(=O)Cl)OS(=O)(=O)O[C@]1(CCF)/C(I)=C(/C)I.COCCOC.COCCOC.COCCOC", "relative_energy_kcal_mol": 0.0, "symbols": ["H", "N", "C", "N", "N", "C", "C", "C", "C", "C", "C", "C", "O", "Cl", "O", "S", "O", "O", "O", "C", "C", "C", "F", "C", "I", "C", "C", "I", "H", "H", "H", "H", "H", "H", "H", "H", "H", "H", "H", "H", "H", "H", "H", "H", "H", "H", "H", "H", "C", "O", "C", "C", "O", "C", "H", "H", "H", "H", "H", "H", "H", "H", "H", "H", "C", "O", "C", "C", "O", "C", "H", "H", "H", "H", "H", "H", "H", "H", "H", "H", "C", "O", "C", "C", "O", "C", "H", "H", "H", "H", "H", "H", "H", "H", "H", "H"], "positions_angstrom": [[-1.635, 4.125, 1.060], [-1.020, 4.217, 0.259], [0.182, 4.016, 0.613], [1.215, 4.212, -0.302], [0.592, 3.645, 1.923], [0.462, 2.187, 2.175], [-0.978, 1.705, 2.429], [-1.490, 0.641, 1.423], [-1.432, -0.729, 2.102], [-1.478, -2.038, 1.270], [-2.710, -2.936, 1.479], [-4.010, -2.443, 2.073], [-4.666, -3.139, 2.742], [-4.612, -0.818, 1.726], [-0.403, -2.853, 1.918], [1.018, -2.453, 1.366], [1.687, -1.574, 2.264], [1.686, -3.622, 0.911], [0.490, -1.585, 0.142], [-0.876, -1.949, -0.182], [-0.818, -3.373, -0.853], [0.313, -3.470, -1.875], [-0.080, -4.388, -2.865], [-1.531, -1.038, -1.217], [-3.529, -1.543, -1.676], [-1.038, -0.028, -1.933], [-1.794, 0.744, -2.990], [0.934, 0.688, -1.728], [2.060, 3.700, -0.096], [0.907, 4.061, -1.253], [1.580, 3.865, 2.003], [0.917, 1.621, 1.351], [1.071, 1.989, 3.059], [-1.656, 2.555, 2.466], [-0.978, 1.263, 3.430], [-0.842, 0.672, 0.546], [-2.493, 0.923, 1.104], [-2.215, -0.775, 2.861], [-0.489, -0.737, 2.644], [-2.983, -3.449, 0.556], [-2.417, -3.718, 2.182], [-1.720, -3.553, -1.429], [-0.736, -4.157, -0.103], [0.468, -2.515, -2.384], [1.236, -3.845, -1.445], [-1.161, 1.505, -3.437], [-2.093, 0.057, -3.787], [-2.685, 1.221, -2.574], [2.960, -2.737, 4.947], [2.708, -2.697, 6.343], [3.572, -3.519, 7.106], [4.677, -2.722, 7.763], [5.563, -2.157, 6.812], [5.323, -0.787, 6.555], [2.397, -1.933, 4.489], [4.023, -2.601, 4.729], [2.629, -3.692, 4.522], [4.003, -4.307, 6.480], [2.971, -3.994, 7.887], [5.265, -3.391, 8.400], [4.246, -1.942, 8.398], [5.649, -0.168, 7.399], [4.266, -0.593, 6.355], [5.906, -0.514, 5.677], [6.513, 0.305, -6.277], [5.443, -0.613, -6.398], [5.005, -1.146, -5.159], [3.744, -0.472, -4.668], [3.968, 0.894, -4.347], [3.517, 1.787, -5.348], [6.631, 0.795, -7.241], [6.312, 1.061, -5.514], [7.446, -0.213, -6.030], [5.792, -1.060, -4.404], [4.797, -2.209, -5.316], [3.412, -0.972, -3.752], [2.948, -0.567, -5.413], [2.423, 1.853, -5.346], [3.857, 1.483, -6.341], [3.926, 2.769, -5.118], [-4.743, 2.742, -1.110], [-5.032, 2.411, -2.457], [-6.185, 1.603, -2.599], [-7.394, 2.396, -3.040], [-7.806, 3.322, -2.051], [-7.390, 4.651, -2.306], [-3.972, 3.507, -1.118], [-5.628, 3.119, -0.592], [-4.360, 1.864, -0.571], [-6.398, 1.078, -1.662], [-5.959, 0.851, -3.364], [-8.225, 1.704, -3.208], [-7.182, 2.906, -3.985], [-7.970, 5.091, -3.125], [-6.326, 4.701, -2.552], [-7.572, 5.228, -1.401]], "atomic_forces_ev_per_a": [[0.021, 0.062, 0.027], [-0.107, -0.266, -0.144], [0.002, 0.174, -0.056], [-0.107, -0.287, 0.187], [0.204, -0.181, -0.281], [0.059, 0.114, 0.096], [0.160, -0.215, 0.006], [0.174, 0.508, 0.236], [-0.273, 0.282, -0.301], [0.298, 0.298, 0.524], [0.217, 0.039, -0.213], [0.710, 0.644, -0.542], [-0.946, -1.023, 0.931], [0.039, 0.304, -0.210], [-0.128, -0.288, -0.327], [0.440, 0.013, 0.335], [-0.114, -0.017, -0.313], [-0.136, 0.113, 0.075], [-0.153, 0.218, -0.226], [-0.505, -1.437, -0.424], [0.178, 0.242, 0.010], [-0.270, -0.182, -0.243], [0.052, 0.147, 0.221], [0.346, 0.626, 0.267], [-0.022, 0.042, 0.024], [0.077, 0.015, 0.018], [0.244, -0.151, -0.031], [0.083, 0.053, -0.261], [-0.018, -0.028, -0.055], [0.016, 0.270, -0.004], [-0.073, 0.121, 0.219], [-0.104, -0.084, 0.042], [-0.014, 0.024, -0.051], [0.073, 0.037, 0.003], [-0.240, 0.097, -0.002], [-0.147, -0.026, 0.133], [-0.039, -0.254, -0.128], [0.092, -0.024, 0.042], [-0.055, -0.126, -0.009], [-0.030, 0.033, -0.007], [0.047, 0.034, -0.091], [-0.163, 0.005, 0.146], [0.089, 0.010, -0.011], [0.097, -0.015, 0.080], [0.047, 0.135, 0.016], [-0.075, 0.022, 0.075], [-0.128, 0.062, 0.063], [-0.007, -0.040, -0.053], [0.036, -0.076, 0.168], [0.065, 0.035, -0.032], [-0.149, 0.019, 0.017], [0.142, -0.042, 0.006], [-0.048, 0.015, -0.033], [0.015, -0.010, -0.007], [-0.054, 0.033, 0.000], [-0.003, -0.004, -0.018], [0.026, 0.011, -0.029], [0.016, -0.006, -0.002], [0.026, -0.021, -0.005], [-0.020, 0.003, 0.012], [-0.013, 0.011, -0.004], [-0.038, 0.009, 0.008], [0.000, 0.009, 0.002], [0.023, -0.009, 0.011], [0.009, -0.023, -0.011], [-0.029, 0.076, 0.028], [-0.005, -0.094, -0.162], [0.016, 0.056, 0.234], [-0.029, -0.016, -0.072], [-0.008, 0.028, 0.051], [0.001, -0.021, -0.014], [0.002, 0.004, 0.000], [-0.002, 0.016, 0.031], [-0.002, 0.006, 0.019], [0.009, 0.001, 0.035], [-0.017, -0.024, -0.024], [0.011, 0.008, -0.028], [-0.002, -0.021, -0.035], [-0.002, 0.002, -0.005], [-0.008, 0.000, 0.022], [0.013, -0.063, 0.047], [0.049, 0.080, 0.056], [0.131, -0.183, -0.147], [-0.135, 0.012, 0.087], [0.068, 0.021, 0.012], [-0.018, -0.006, 0.010], [0.097, 0.059, -0.012], [0.021, 0.002, 0.001], [-0.046, 0.009, 0.017], [-0.046, 0.001, 0.002], [-0.057, -0.014, 0.019], [0.019, -0.006, -0.024], [0.016, 0.010, -0.002], [0.034, 0.000, -0.022], [0.002, 0.007, -0.006], [-0.027, -0.007, 0.002]]}